C35H62N4O4PS | ωB97M-V/def2-TZVPD

CARTESIAN COORDINATES (ANGSTROEM)
C (3.897017, -1.351466, 0.423193)
C (2.570057, -1.496609, 0.147950)
C (1.593329, -0.361811, -0.162919)
O (0.318278, -0.924324, 0.067999)
N (1.807264, 0.739796, 0.855419)
C (0.528605, 1.319445, 1.388487)
C (0.013735, 0.587380, 2.648084)
C (-1.482050, 0.202027, 2.499575)
N (-2.229127, 0.532605, 3.709039)
C (2.827948, 1.740883, 0.429180)
P (3.390855, 2.943095, 1.759715)
C (5.237407, 3.001428, 1.827136)
C (2.832110, 2.367563, 3.436950)
C (2.262288, 2.374942, -0.864536)
S (3.257124, 3.836921, -1.340551)
C (2.928540, 4.199790, -3.074658)
O (4.664855, 3.583033, -1.187350)
O (2.748726, 4.956040, -0.603618)
N (2.441465, 1.350319, -1.881868)
C (1.659987, 0.109927, -1.663755)
C (2.411849, -0.945100, -2.519956)
C (2.466645, -0.563860, -4.030158)
C (2.180435, -1.767964, -4.939614)
C (3.323517, -2.819761, -4.904998)
N (3.095631, -3.924812, -3.955964)
C (0.213980, 0.384788, -2.209542)
C (-0.532299, -0.811209, -2.798398)
C (-2.088251, -0.714335, -2.789089)
C (-2.696388, 0.528991, -2.133925)
C (-4.213932, 0.348382, -1.854290)
O (-4.415232, 0.050552, -0.475900)
C (-4.280992, -1.325078, -0.181859)
C (-4.880709, -1.647617, 1.199260)
H (4.615788, -1.785245, -0.268604)
H (4.271635, -0.822923, 1.300059)
H (2.191750, -2.517417, 0.108340)
H (0.311246, -1.828765, -0.271493)
H (2.219736, 0.250669, 1.653583)
H (0.672852, 2.355114, 1.698419)
H (-0.242199, 1.382854, 0.629563)
H (0.566853, -0.344684, 2.780177)
H (0.092685, 1.219155, 3.527621)
H (-1.578366, -0.872829, 2.356027)
H (-1.925143, 0.684934, 1.618255)
H (-3.082866, -0.005318, 3.770585)
H (-2.452575, 1.518976, 3.751628)
H (3.722981, 1.232268, 0.069922)
H (5.720116, 2.123645, 1.395603)
H (5.524245, 3.033219, 2.879818)
H (5.593918, 3.911081, 1.358507)
H (2.774025, 1.275048, 3.497131)
H (3.499219, 2.759334, 4.198194)
H (1.834876, 2.750689, 3.642523)
H (1.237444, 2.749515, -0.746994)
H (1.860453, 4.182939, -3.276286)
H (3.456346, 3.442428, -3.655455)
H (3.363719, 5.178340, -3.249645)
H (2.261201, 1.754285, -2.791181)
H (1.962416, -1.930999, -2.423957)
H (3.454430, -0.977263, -2.221941)
H (1.839967, 0.296067, -4.273615)
H (3.487274, -0.270654, -4.281430)
H (2.080365, -1.437784, -5.974722)
H (1.269697, -2.298737, -4.655083)
H (3.317877, -3.288445, -5.890352)
H (4.292162, -2.357850, -4.723287)
H (3.571510, -3.754834, -3.079019)
H (2.108110, -4.049305, -3.774827)
H (-0.313230, 0.857238, -1.384100)
H (0.260800, 1.142868, -2.992512)
H (-0.214327, -0.986699, -3.821936)
H (-0.261277, -1.728332, -2.272170)
H (-2.485194, -1.626899, -2.348841)
H (-2.436636, -0.737662, -3.825197)
H (-2.268076, 0.650693, -1.135910)
H (-2.520000, 1.453117, -2.685161)
H (-4.663659, 1.331708, -1.981426)
H (-4.662309, -0.404965, -2.505802)
H (-3.245428, -1.684740, -0.157480)
H (-4.894188, -1.875744, -0.902561)
H (-5.768648, -2.265065, 1.071824)
H (-5.193206, -0.743340, 1.720984)
H (-4.190357, -2.206887, 1.830919)
C (2.085260, 4.782444, 7.135021)
C (1.262794, 4.495909, 6.054475)
C (0.230527, 3.576704, 6.190373)
C (0.014503, 2.950016, 7.409848)
C (0.834940, 3.239443, 8.491529)
C (1.872110, 4.152102, 8.353502)
H (2.891609, 5.496776, 7.028235)
H (1.426632, 4.990333, 5.104013)
H (-0.408661, 3.349077, 5.344748)
H (-0.793177, 2.237234, 7.517247)
H (0.665849, 2.752890, 9.443336)
H (2.513870, 4.373330, 9.196376)
C (-5.209953, -4.806467, -2.546368)
C (-6.105048, -5.124436, -3.558500)
C (-7.183308, -5.957295, -3.294542)
C (-7.371484, -6.465175, -2.016471)
C (-6.478538, -6.144728, -1.003497)
C (-5.395346, -5.318526, -1.268823)
H (-4.366210, -4.158543, -2.753469)
H (-5.962013, -4.723620, -4.553979)
H (-7.877860, -6.210352, -4.084964)
H (-8.214870, -7.111157, -1.810091)
H (-6.626709, -6.540022, -0.006711)
H (-4.695592, -5.072701, -0.479021)

Cartesian forces (eV/Å) of the 6 atoms listed first:
-0.6 0.1 0.1
1.1 0.7 0.1
-0.3 -1.9 0.9
-0.4 0.7 0.4
-0.1 -0.2 0.5
-0.7 0.9 1.1

molar mass	665.9	g mol⁻¹
HOMO energy	-0.396	Eh
gap between HOMO and LUMO	7.074	eV
E_tot	-71563.1092	eV
total charge	+1